No. 1
Density functional theory data (ωB97M-V/def2-TZVPD) for a molecular structure, C27H34MgNS4Te.

Structure (XYZ):
```
68
Properties=species:S:1:pos:R:3:forces:R:3
Mg 0.536093 0.770606 -0.197565 -0.3169 -0.5119 0.1679
C 0.421355 -3.031486 -0.881554 0.1041 -0.0036 -0.0364
C -0.786474 -2.925362 0.035437 -0.0768 -0.0785 -0.0248
S -0.653852 -1.741304 1.393314 0.0460 -0.1431 -0.0119
C 0.804416 -2.354601 2.273629 -0.0557 -0.0906 0.0568
C 1.805704 -1.261825 2.595434 0.0723 0.1601 0.1190
S 2.425611 -0.248226 1.227982 0.2472 0.0129 0.0141
C 3.189725 -1.488720 0.135620 0.1267 -0.0695 0.1275
C 2.735753 -1.479697 -1.316096 -0.0440 -0.0340 -0.0719
S 0.948231 -1.454147 -1.612471 0.0005 0.0310 -0.1358
H 0.183627 -3.710649 -1.700837 -0.0094 0.0142 0.0069
H 1.276821 -3.460347 -0.360769 -0.0250 0.0107 0.0106
H -1.016028 -3.920585 0.419743 -0.0212 0.0398 0.0686
H -1.667213 -2.597134 -0.519782 0.0244 0.0163 -0.0267
H 1.260321 -3.150717 1.688122 0.0041 0.0159 -0.0294
H 0.496872 -2.805321 3.218586 -0.0586 -0.0038 -0.0434
H 2.666577 -1.693624 3.108624 0.0064 0.0296 -0.0224
H 1.367795 -0.531062 3.278163 0.0018 0.0032 -0.0134
H 3.025981 -2.462416 0.595612 -0.0364 0.0013 0.0168
H 4.266153 -1.313064 0.152119 -0.0287 -0.0019 0.0192
H 3.153745 -2.354284 -1.817815 -0.0179 0.0357 -0.0234
H 3.104542 -0.591972 -1.830219 -0.0653 0.0206 -0.0160
C -0.460016 5.205127 -6.763553 -0.0129 0.0118 -0.0671
C 0.056160 4.507983 -5.538275 0.0071 -0.0673 0.0424
C 0.138587 3.125249 -5.470455 -0.0385 0.0807 0.0233
C 0.627300 2.469297 -4.343852 0.0398 -0.0124 0.0052
C 0.663746 0.973529 -4.363682 0.0135 -0.1935 0.0657
C 1.064148 3.216280 -3.244190 0.1192 0.0804 -0.0002
Te 2.135026 2.325081 -1.612268 -0.0213 0.2162 -0.1964
C 0.960326 4.614638 -3.281050 0.0169 0.0198 -0.0137
C 1.390761 5.505665 -2.149417 0.0417 0.0552 0.0360
C 0.455908 5.229846 -4.423501 -0.0234 -0.0077 0.0235
H -0.789247 4.489116 -7.515013 -0.0051 0.0014 -0.0124
H 0.312287 5.831538 -7.212175 0.0075 0.0009 0.0021
H -1.301907 5.855786 -6.522016 -0.0152 0.0162 -0.0014
H -0.181034 2.533301 -6.320757 -0.0077 -0.0132 -0.0049
H 0.278402 0.587346 -5.306028 0.0259 -0.0001 -0.0292
H 0.049227 0.557672 -3.561467 0.0153 0.0043 0.0231
H 1.678411 0.595226 -4.219145 -0.0224 0.0027 0.0121
H 1.256228 5.034247 -1.177701 -0.0037 -0.0075 0.0252
H 0.830168 6.439767 -2.165621 0.0044 0.0380 -0.0341
H 2.449835 5.756046 -2.242985 0.0200 -0.0309 0.0683
H 0.391169 6.312557 -4.440822 -0.0113 0.0253 -0.0018
N -1.215929 1.254444 0.717265 -0.0158 0.1672 -0.0951
S -1.750882 2.760388 0.510844 -0.1235 0.2624 -0.0878
C -3.077034 2.986527 1.688834 0.0654 -0.0265 -0.0184
C -3.119911 2.195605 2.824954 0.0566 -0.0533 -0.0148
C -4.109872 2.427022 3.769717 -0.0406 0.0104 0.0136
C -5.032138 3.443953 3.578732 0.0203 -0.0282 0.0109
C -4.969373 4.237090 2.440622 -0.0031 0.0115 -0.0139
C -3.989573 4.013582 1.488664 -0.0085 0.0664 -0.0366
C -2.631361 2.869772 -1.031594 -0.0404 -0.0001 0.0799
C -2.046887 3.659794 -2.006480 0.0466 0.0670 0.0512
C -2.639068 3.731458 -3.260278 0.0160 0.0082 -0.0428
C -3.794387 3.014208 -3.517209 -0.0171 0.0110 -0.0210
C -4.375681 2.224250 -2.528143 0.0199 -0.0117 0.0354
C -3.796731 2.149445 -1.274990 0.0088 -0.0324 0.0316
H -1.998407 0.609842 0.802295 0.0828 -0.0873 -0.0196
H -2.387217 1.413868 2.972686 0.0108 -0.0038 0.0077
H -4.154639 1.811566 4.657404 -0.0024 -0.0094 0.0131
H -5.801276 3.622294 4.317268 -0.0072 -0.0002 0.0146
H -5.686518 5.032339 2.292108 -0.0091 0.0080 -0.0071
H -3.944304 4.626231 0.597703 0.0001 0.0093 -0.0090
H -1.135963 4.207131 -1.797609 -0.0404 -0.0176 0.0057
H -2.179155 4.339092 -4.026578 -0.0021 0.0039 -0.0136
H -4.254664 3.070141 -4.494549 -0.0036 -0.0042 -0.0130
H -5.281993 1.673567 -2.737930 -0.0246 -0.0102 0.0052
H -4.248770 1.552922 -0.491678 -0.0164 -0.0150 0.0060
```
Positions in Å, forces in eV/Å.

Calculated values
F_max in eV/A: 0.62
Net charge: +1
HOMO in eV: -9.704
E_LUMO in eV: -2.0
Orbital gap in eV: 7.6780
Energy in Eh: -3164.72568

Atom charges from the Mulliken analysis, given in e for atoms 1 to 6: 0.359, -0.792, -0.871, -0.021, -0.818, -0.794



No. 2
Density functional theory data (ωB97M-V/def2-TZVPD) for a molecular structure, C27H34N3O2PRhS2 at a distorted geometry.

Structure (XYZ):
```
70
Properties=species:S:1:pos:R:3:forces:R:3
Rh -0.572875 0.609348 -0.691243 1.4945 -2.7262 -2.4371
C -3.803713 -0.977428 0.674227 -0.0517 0.0034 -0.0165
C -3.567937 0.366872 1.283122 -0.0708 0.0765 0.0147
C -4.473400 0.847936 2.223398 0.0708 0.2563 0.0950
C -4.276559 2.107390 2.755537 -0.2057 -0.2511 0.0030
C -3.200412 2.847916 2.326695 0.4324 0.3457 -0.1501
C -2.318591 2.314273 1.383010 -0.9026 -0.8634 0.2865
N -2.507349 1.081935 0.888765 -0.3918 0.3132 0.2909
C -1.159414 3.087482 0.907292 0.8235 0.3496 -0.5922
C -0.869660 4.326857 1.467737 -0.0639 0.0961 0.1834
C 0.232825 5.037788 1.050074 -0.0609 -0.1537 -0.0520
C 1.030330 4.491638 0.069336 0.2125 0.0728 -0.0580
C 0.713516 3.254426 -0.475524 -0.6723 0.0965 0.3860
N -0.380587 2.577726 -0.071274 -0.3098 1.2217 1.0635
C 1.576909 2.634080 -1.494110 0.6339 -0.4601 -0.7686
C 2.666771 3.312369 -2.043130 -0.3284 0.1716 0.3098
C 3.473573 2.680741 -2.963316 0.0293 -0.2744 -0.1598
C 3.183297 1.377747 -3.327134 0.0495 0.3547 0.1073
C 2.084388 0.751390 -2.753968 -0.1778 -0.4145 -0.1285
C 1.745853 -0.657841 -3.123061 0.0291 -0.0758 -0.0323
N 1.305034 1.374339 -1.873370 -0.9402 0.3923 0.9959
H -4.605236 -1.500832 1.195023 -0.0125 0.0491 -0.0119
H -2.895216 -1.567568 0.714510 0.0487 -0.0604 -0.0437
H -4.073535 -0.873103 -0.377837 0.0699 -0.0250 -0.0357
H -5.324527 0.249231 2.516244 0.0343 -0.0610 0.0015
H -4.963950 2.509234 3.488108 0.0073 0.0330 0.0002
H -3.052450 3.841490 2.720332 -0.0838 -0.0393 0.0158
H -1.487209 4.735565 2.250778 0.0248 -0.0200 -0.0174
H 0.479345 5.990851 1.496372 -0.0137 0.0237 -0.0133
H 1.912634 5.024985 -0.244457 0.0137 -0.0311 -0.0355
H 2.881035 4.329777 -1.757078 0.0284 -0.0021 -0.0278
H 4.324374 3.195253 -3.389510 -0.0115 0.0222 -0.0131
H 3.793894 0.854407 -4.048459 -0.0181 -0.0630 0.0215
H 2.524013 -1.091392 -3.750495 0.0168 -0.0088 0.0266
H 0.802096 -0.672765 -3.670225 -0.0556 0.0700 0.0631
H 1.630408 -1.261091 -2.220914 0.0908 0.0293 0.0273
C -1.073090 -2.810603 -4.692538 -0.0216 0.0067 0.1657
C -0.731337 -3.204755 -3.270384 0.0383 -0.1080 -0.2787
O -1.457614 -2.363562 -2.356911 0.6945 0.2290 -0.0556
P -0.805755 -1.628914 -1.070035 -2.2524 1.1145 1.8297
S -2.312381 1.120559 -2.278838 0.4322 0.0189 0.3158
S -1.415424 0.958148 -4.006176 -0.0169 0.1073 -0.8287
O 0.044810 -2.797702 -0.342824 0.7937 0.3159 -0.7989
C -0.540822 -3.704864 0.589088 -0.0764 -0.2334 0.1086
C -0.693972 -5.089153 -0.009864 0.0745 0.1698 -0.0263
H -0.495199 -3.413135 -5.394796 -0.0065 -0.0128 -0.0157
H -0.856684 -1.755342 -4.855692 -0.0002 0.0018 -0.0349
H -2.134499 -2.969622 -4.879863 -0.0059 0.0186 -0.0326
H 0.343502 -3.125498 -3.088633 -0.0444 -0.0101 0.0454
H -1.029767 -4.238479 -3.080806 0.0531 0.0250 0.0604
H -1.511577 -3.335160 0.927762 0.0157 0.1387 -0.0223
H 0.128865 -3.734879 1.448745 -0.0086 0.0566 0.0169
H -1.371201 -5.065289 -0.863597 -0.0393 -0.0399 0.0201
H -1.096167 -5.765551 0.745260 -0.0223 -0.0422 -0.0296
H 0.272370 -5.469562 -0.340727 0.0004 -0.0176 -0.0074
C 3.301887 0.477869 3.050133 0.0134 -0.0666 0.0736
C 2.154083 -0.527150 2.904683 -0.2400 0.0339 -0.1468
C 2.713853 -1.923229 2.602047 0.0544 0.0452 0.0978
C 1.304779 -0.560085 4.183262 0.1533 -0.0479 0.0435
C 1.286676 -0.125508 1.783333 -0.0062 0.1258 -0.0380
C 0.567094 0.164688 0.850926 0.6690 -0.2540 0.1888
H 3.974840 0.179003 3.858184 0.0011 0.0045 0.0141
H 2.911975 1.472283 3.270991 -0.0006 0.0101 -0.0044
H 3.873716 0.533074 2.123210 0.0143 0.0045 0.0006
H 3.341009 -2.279268 3.423794 0.0081 0.0117 0.0070
H 3.309145 -1.900123 1.688856 0.0064 -0.0164 -0.0063
H 1.897833 -2.629366 2.453061 -0.0119 -0.0371 0.0106
H 1.890370 -0.926220 5.031134 0.0115 0.0152 0.0050
H 0.443050 -1.213428 4.044010 0.0006 -0.0167 0.0194
H 0.937954 0.439797 4.417745 -0.0205 0.0010 0.0044
```
Positions in Å, forces in eV/Å.

Calculated values
F_max in eV/A: 3.95
Net charge: 0
HOMO (alpha / beta) in eV: -6.082 / -6.093
Expectation value of S²: 0.7553
2S+1: 2
E_LUMO (alpha / beta) in eV: -0.4 / -0.4
Orbital gap (alpha / beta) in eV: 5.6926 / 5.7078
Energy relative to the best compared isomer or geometry (same formula, charge and spin) in eV: 3.412
Energy in Eh: -2612.23473

Atom charges from the Mulliken analysis, given in e for atoms 1 to 6: -1.030, -0.811, 0.590, -0.790, -0.710, -1.029



No. 3
Density functional theory data (ωB97M-V/def2-TZVPD) for a single C27H34N4O5 molecule at a distorted geometry.

Structure (XYZ):
```
70
Properties=species:S:1:pos:R:3:forces:R:3
C 4.256763 3.332823 1.099109 -0.3708 -0.1933 -0.2226
C 3.116011 3.521077 0.118441 0.3497 0.5706 -0.1280
O 2.152348 2.483126 0.329454 -0.0469 -0.2846 0.2871
C 1.044261 2.549207 -0.405407 -0.1855 0.2234 -0.2956
O 0.820023 3.436606 -1.194638 0.0345 -0.0108 0.0878
C 0.075283 1.451963 -0.144907 -0.4842 -0.0507 -0.0611
C -1.239432 1.760634 -0.420240 0.5447 0.2853 -0.0128
N -2.186530 0.844408 -0.209914 0.7910 -1.0105 0.4424
N -3.487300 0.963306 -0.387141 -1.2175 0.4322 -0.2847
C -4.020592 -0.214356 -0.031555 1.0775 0.2262 0.0359
C -5.453055 -0.426422 -0.102289 -0.6168 0.1177 -0.1050
C -6.035593 -1.645638 0.251173 0.0852 0.2791 -0.0830
C -7.398409 -1.816024 0.180692 -0.2834 0.0664 -0.0321
C -8.230898 -0.775775 -0.243572 0.2724 -0.1208 0.0542
O -9.555526 -1.072532 -0.284388 0.2142 -0.1944 0.0740
C -10.497865 -0.067703 -0.602116 -0.2968 0.3610 0.0352
C -10.752581 0.886180 0.561485 0.1866 -0.3028 -0.2233
C -7.655036 0.441476 -0.601104 -0.4033 -0.0246 -0.0525
C -6.286412 0.605371 -0.530680 0.2660 -0.2593 0.1160
C -3.025363 -1.118046 0.386924 0.0490 0.2315 -0.0742
C -1.834400 -0.429480 0.270902 -0.7425 0.2870 -0.1601
N -0.567338 -0.751742 0.506602 0.5244 -0.2356 0.1457
C 0.377801 0.131347 0.316339 -0.0875 0.0742 -0.0622
C 1.775938 -0.320383 0.625772 0.0803 -0.1974 0.1170
C 2.006580 -1.788010 0.235800 0.0660 0.0301 0.0670
C 3.224236 -2.342821 0.995878 -0.1180 -0.2134 -0.2723
N 4.098016 -1.263894 1.401177 0.1285 -0.1125 -0.0342
C 5.046763 -0.745120 0.579198 -0.0050 -0.1656 0.3183
O 5.622618 0.298111 0.809048 0.2595 0.2582 -0.1650
O 5.282228 -1.551263 -0.468466 -0.1702 -0.1326 -0.0179
C 6.315855 -1.223860 -1.425551 0.4821 0.2131 -0.4490
C 7.681663 -1.171723 -0.741901 -0.3127 0.0330 0.0938
C 5.996814 0.101219 -2.118815 -0.0484 -0.1454 0.2677
C 6.265105 -2.376606 -2.429970 -0.1240 0.2444 0.3780
C 3.521349 -0.413276 2.422092 0.0871 0.2470 0.2408
C 2.034306 -0.155831 2.132009 0.1299 0.0560 -0.1770
H 4.986992 4.123842 0.955563 0.0744 0.1060 0.0000
H 4.744428 2.373224 0.944447 0.0651 -0.0223 0.0218
H 3.884912 3.377899 2.119604 0.0003 0.0440 0.1415
H 2.619487 4.488555 0.255761 0.0730 -0.1696 -0.0773
H 3.466370 3.465737 -0.918278 -0.0876 0.0300 0.1285
H -1.536267 2.729042 -0.795859 -0.0759 -0.0177 -0.0234
H -5.417358 -2.464769 0.583417 0.0659 -0.1029 0.0389
H -7.856638 -2.754827 0.449798 -0.0472 -0.1051 0.0326
H -10.190580 0.482880 -1.499610 -0.0307 -0.1091 0.0427
H -11.412551 -0.620189 -0.835287 0.1385 0.1137 -0.0478
H -11.520632 1.603558 0.285769 -0.0810 0.1029 -0.0096
H -9.846115 1.423418 0.829542 0.0278 0.0866 0.0438
H -11.087951 0.325168 1.430176 -0.0480 -0.0198 0.0788
H -8.260017 1.267730 -0.940265 -0.0851 0.0489 -0.0069
H -5.837018 1.546005 -0.807199 -0.0029 0.1057 -0.0346
H -3.145191 -2.123876 0.726191 0.0316 -0.2372 0.0838
H 2.487065 0.311609 0.091274 -0.0880 -0.0991 0.0535
H 1.116139 -2.366684 0.477387 0.0432 -0.0270 -0.0587
H 2.173280 -1.848774 -0.840376 -0.0177 -0.0450 -0.0498
H 3.783532 -3.046161 0.380999 -0.1164 -0.0197 0.1622
H 2.906553 -2.852792 1.909079 0.0221 -0.0301 -0.0484
H 7.877004 -2.110028 -0.226926 0.0557 -0.1083 0.0190
H 7.707668 -0.362122 -0.017998 0.0666 0.0176 -0.0029
H 8.456995 -1.008006 -1.485065 0.0842 -0.0210 -0.1074
H 6.036928 0.917052 -1.402546 0.0140 0.0514 -0.0380
H 6.721833 0.286383 -2.906349 0.0706 -0.0114 -0.1228
H 5.001474 0.063231 -2.557431 -0.0912 -0.0062 -0.0896
H 5.281881 -2.427897 -2.890426 -0.1011 -0.0059 -0.0856
H 7.012058 -2.228180 -3.203886 0.0868 0.0271 -0.0821
H 6.459302 -3.319327 -1.925153 0.0459 -0.1157 0.0333
H 4.087060 0.519069 2.420079 -0.0937 -0.1230 0.0689
H 3.644170 -0.895409 3.397973 0.0043 0.0870 -0.0271
H 1.400334 -0.863685 2.667777 -0.0843 0.0041 0.0241
H 1.767205 0.852007 2.448388 -0.0339 -0.0111 0.0902
```
Positions in Å, forces in eV/Å.

Calculated values
F_max in eV/A: 1.36
Net charge: 0
HOMO in eV: -7.990
E_LUMO in eV: 0.1
Orbital gap in eV: 8.1137
SMILES string: CCOC(=O)c1cn2nc(-c3ccc(OCC)cc3)cc2nc1C1CCN(C(=O)OC(C)(C)C)CC1
Energy relative to the best compared isomer or geometry (same formula, charge and spin) in eV: 0.000
Energy in Eh: -1644.53241

Atom charges from the Mulliken analysis, given in e for atoms 1 to 6: -0.876, -0.425, -0.131, -0.073, -0.619, 0.451